A 3-piece molecular cluster, C31H58ClF2N3O7PS overall at a distorted geometry. Source: the Open Molecules 2025 dataset; level of theory: ωB97M-V/def2-TZVPD.

The geometry in XYZ format:
```
104
Properties=species:S:1:pos:R:3:mulliken_charge:R:1
C 1.784 -0.581 4.593 -0.999
C 2.253 0.903 4.335 -0.662
C 1.729 1.507 2.991 0.132
C 0.150 1.666 2.940 -0.747
C -0.152 2.541 1.638 1.964
C -0.767 3.928 2.107 -0.687
C -0.599 5.104 1.066 -0.962
C -0.326 4.597 -0.388 -0.524
C 1.216 4.541 -0.738 -0.666
C 1.513 3.578 -1.953 -0.637
C 2.779 2.687 -1.656 -1.372
C 2.391 1.319 -0.994 1.259
N 3.320 0.735 -0.021 -0.152
C 3.598 -0.635 -0.288 -0.451
N 4.135 -1.458 0.582 0.143
C 4.451 -2.873 0.311 -1.097
C 3.246 -3.697 -0.290 -0.807
C 1.825 -3.260 0.229 0.264
C 0.836 -3.306 -1.014 -0.844
C -0.676 -3.224 -0.598 -0.034
C -1.570 -2.659 -1.771 -0.058
C -1.223 -1.176 -2.158 0.948
C -2.405 -0.408 -2.876 -0.262
C -2.077 0.011 -4.356 -0.623
O -2.567 -1.018 -5.244 -0.394
C -3.884 -0.598 -5.668 -0.713
P 4.544 -0.771 2.194 0.318
S 4.408 -2.057 3.632 -0.283
N 3.201 -0.981 -1.610 1.109
C 4.275 -1.268 -2.593 -1.016
C 2.213 0.040 -1.943 0.541
Cl 1.979 0.421 -3.705 -0.148
H 0.812 -0.526 5.140 0.322
H 1.719 -1.160 3.645 0.135
H 2.506 -1.107 5.269 0.307
H 1.889 1.568 5.159 0.460
H 3.377 0.906 4.355 0.470
H 2.150 2.533 2.808 0.266
H 1.993 0.871 2.100 -0.275
H -0.316 0.661 2.810 -0.038
H -0.238 2.176 3.851 0.480
H 0.805 2.746 1.098 -1.137
H -0.808 1.973 0.936 -0.358
H -0.242 4.202 3.058 0.347
H -1.849 3.762 2.343 0.160
H 0.209 5.777 1.443 0.354
H -1.545 5.695 1.051 0.343
H -0.807 3.618 -0.623 0.080
H -0.768 5.355 -1.088 0.536
H 1.837 4.233 0.141 0.324
H 1.518 5.591 -0.989 0.471
H 1.692 4.190 -2.872 0.507
H 0.604 2.948 -2.149 0.288
H 3.367 2.585 -2.598 0.330
H 3.407 3.243 -0.918 0.476
H 1.367 1.536 -0.593 -0.510
H 4.211 1.206 0.131 0.420
H 4.858 -3.428 1.180 0.625
H 5.266 -2.875 -0.462 0.159
H 3.313 -3.685 -1.408 0.351
H 3.395 -4.759 0.029 0.541
H 1.792 -2.254 0.708 -0.412
H 1.415 -3.978 0.986 0.730
H 1.147 -2.537 -1.764 0.331
H 1.023 -4.309 -1.487 0.343
H -1.023 -4.282 -0.455 0.456
H -0.827 -2.655 0.347 -0.115
H -1.548 -3.299 -2.683 0.270
H -2.631 -2.664 -1.405 -0.760
H -0.345 -1.161 -2.861 0.003
H -0.906 -0.641 -1.227 -0.275
H -3.367 -0.973 -2.855 0.473
H -2.546 0.550 -2.304 -0.053
H -2.560 0.992 -4.602 0.420
H -0.980 0.165 -4.509 0.123
H -4.456 -0.117 -4.841 0.330
H -4.437 -1.487 -6.043 0.248
H -3.735 0.114 -6.519 0.270
H 5.841 -0.157 2.081 0.155
H 3.639 0.305 2.483 -0.105
H 4.667 -0.299 -2.979 0.300
H 5.065 -1.946 -2.202 0.282
H 3.795 -1.820 -3.439 0.353
H 1.181 -0.290 -1.660 -1.193
C -5.477 0.940 0.749 -0.387
C -4.000 0.893 0.995 0.677
O -3.751 2.100 1.691 -0.121
C -4.904 2.381 2.363 0.478
O -4.984 3.162 3.251 -0.505
O -5.948 1.648 1.892 -0.362
F -3.305 0.916 -0.179 -0.238
H -5.733 1.497 -0.156 0.289
H -5.924 -0.052 0.689 0.267
H -3.671 0.050 1.600 -0.231
C -4.373 -3.402 0.890 -0.336
C -3.363 -4.345 1.473 0.295
O -2.341 -3.473 1.920 -0.227
C -2.954 -2.300 2.229 0.647
O -2.458 -1.436 2.875 -0.504
O -4.211 -2.240 1.707 -0.252
F -2.853 -5.167 0.525 -0.280
H -4.156 -3.147 -0.150 0.026
H -5.390 -3.787 0.953 0.321
H -3.732 -4.938 2.313 0.298
```

- net charge = +1
- Kohn-Sham gap (eV) = 8.1231
- LUMO energy (eV) = -3.426

C31H59N2NbO4P as an isolated structure at a distorted geometry. Source: the Open Molecules 2025 dataset; level of theory: ωB97M-V/def2-TZVPD.

The geometry in XYZ format:
```
98
Properties=species:S:1:pos:R:3:mulliken_charge:R:1
C -2.823 3.276 -4.321 -1.383
C -1.381 3.532 -3.832 0.321
C -1.309 3.895 -2.328 -1.361
Nb 0.493 2.919 -1.335 -0.684
C 1.718 4.259 -2.611 -0.838
C 2.201 2.039 -0.129 -1.256
C 3.642 2.487 -0.466 -0.155
C 4.234 1.574 -1.566 0.952
C 5.168 0.499 -0.955 -1.526
C 4.951 2.347 -2.700 -1.602
C 4.191 2.221 -4.036 0.493
C 4.442 3.371 -4.977 -0.449
C 3.752 3.573 -6.107 0.803
C 4.377 4.226 -7.312 -1.479
C 2.317 3.180 -6.287 -1.310
O -0.845 1.745 -0.225 -0.261
C -1.567 0.832 -0.811 0.299
O -1.777 0.738 -2.001 -0.496
C -2.213 -0.149 0.133 0.170
C -2.442 -1.469 -0.248 -0.359
C -3.018 -2.362 0.654 -0.406
C -3.364 -1.940 1.932 -0.413
C -3.162 -0.614 2.310 -0.502
C -2.576 0.281 1.411 -0.232
P 0.317 4.705 0.573 0.085
C 1.996 5.285 1.139 -0.639
C 2.685 6.236 0.167 -1.106
C -0.298 3.819 2.095 -0.653
C -1.800 4.030 2.332 -1.214
H -3.048 3.884 -5.202 0.369
H -3.563 3.554 -3.576 0.347
H -2.967 2.244 -4.631 0.288
H -0.969 4.353 -4.420 0.497
H -0.779 2.652 -4.062 0.019
H -2.220 3.541 -1.842 0.416
H -1.280 4.983 -2.240 0.426
H 0.776 1.614 -2.602 0.018
H 1.543 5.299 -2.330 0.460
H 1.310 4.178 -3.625 0.045
H 2.777 4.026 -2.695 0.278
H 2.170 0.950 -0.255 0.694
H 2.019 2.199 0.940 0.477
H 3.734 3.543 -0.709 -0.296
H 4.265 2.322 0.418 0.528
H 3.436 1.009 -2.044 0.135
H 6.019 0.293 -1.602 0.400
H 5.547 0.787 0.025 0.363
H 4.641 -0.448 -0.837 0.307
H 5.103 3.395 -2.438 0.326
H 5.948 1.940 -2.886 0.452
H 3.131 2.209 -3.779 -0.655
H 4.439 1.285 -4.530 0.614
H 5.243 4.069 -4.749 0.257
H 3.762 5.066 -7.644 0.336
H 5.392 4.551 -7.103 0.374
H 4.407 3.478 -8.103 0.310
H 2.134 2.657 -7.228 0.495
H 1.969 2.527 -5.491 0.225
H 1.686 4.068 -6.243 0.285
H -2.164 -1.797 -1.239 0.446
H -3.194 -3.393 0.390 0.336
H -3.785 -2.630 2.649 0.432
H -3.413 -0.258 3.299 0.386
H -2.403 1.308 1.693 0.229
H 2.624 4.436 1.416 0.456
H 1.826 5.831 2.073 0.441
H 3.345 6.946 0.664 0.339
H 3.302 5.674 -0.534 0.167
H 1.965 6.779 -0.443 0.314
H -0.008 2.769 2.109 0.421
H 0.238 4.282 2.927 0.474
H -2.355 4.242 1.422 0.209
H -1.936 4.819 3.068 0.405
H -2.237 3.137 2.782 0.338
C -3.159 -5.916 1.478 0.202
O -4.040 -5.257 1.996 -0.618
N -2.498 -6.937 2.051 0.156
C -1.456 -7.661 1.356 -0.933
C -2.841 -7.324 3.415 -1.036
H -2.817 -5.715 0.446 0.219
H -1.724 -8.717 1.273 0.324
H -0.514 -7.579 1.902 0.318
H -1.320 -7.253 0.357 0.330
H -3.892 -7.609 3.461 0.277
H -2.686 -6.477 4.084 0.281
H -2.227 -8.153 3.731 0.525
C -2.684 -9.177 6.950 0.106
O -2.621 -8.925 5.761 -0.570
N -3.795 -9.048 7.695 0.095
C -3.818 -9.360 9.109 -0.911
C -5.011 -8.576 7.050 -0.886
H -1.813 -9.538 7.523 0.258
H -4.544 -10.151 9.307 0.331
H -4.094 -8.474 9.685 0.334
H -2.835 -9.696 9.433 0.288
H -5.292 -9.254 6.244 0.279
H -4.846 -7.588 6.620 0.284
H -5.814 -8.525 7.780 0.363
```

- net charge = -1
- Kohn-Sham gap (eV) = 5.1947
- LUMO energy (eV) = 1.568

A 9-piece molecular cluster, C31H59N5O13 overall at a distorted geometry. Source: the Open Molecules 2025 dataset; level of theory: ωB97M-V/def2-TZVPD.

The geometry in XYZ format:
```
108
Properties=species:S:1:pos:R:3:mulliken_charge:R:1
O -0.531 5.983 -4.855 -0.575
C -0.478 5.372 -3.819 0.385
C -1.005 3.951 -3.626 -0.353
C -0.228 3.469 -2.419 0.582
C -0.143 4.776 -1.565 -0.448
O -0.065 5.835 -2.610 -0.379
H -2.088 4.048 -3.553 0.058
H -0.953 3.292 -4.493 0.384
H -0.707 2.606 -1.957 -0.062
H 0.742 3.083 -2.735 -0.222
H -1.012 4.763 -0.908 0.281
H 0.759 4.679 -0.960 0.357
O 5.538 4.577 1.171 -0.627
C 4.914 3.562 1.415 0.389
C 5.018 2.161 0.902 0.029
C 4.429 1.277 1.971 -0.383
C 3.496 2.275 2.736 -0.003
O 4.053 3.495 2.419 -0.394
H 4.314 2.134 0.071 -0.062
H 6.009 1.819 0.600 0.344
H 3.861 0.480 1.492 0.163
H 5.157 0.884 2.681 0.313
H 2.510 2.155 2.286 -0.008
H 3.276 2.013 3.771 0.277
O -1.928 -3.650 -0.131 -0.553
C -2.034 -3.994 0.985 0.386
C -1.777 -3.207 2.275 0.913
C -2.610 -3.970 3.348 -0.370
C -2.648 -5.334 2.679 -0.853
O -2.510 -5.210 1.276 -0.367
H -0.759 -2.893 2.508 -0.014
H -2.282 -2.255 2.111 -0.523
H -2.003 -3.835 4.243 0.331
H -3.584 -3.481 3.370 0.296
H -1.909 -5.991 3.139 0.306
H -3.617 -5.771 2.921 0.378
O 1.250 -5.261 0.543 -0.598
C 1.475 -4.940 -0.571 0.564
C 0.553 -5.135 -1.749 -0.240
C 1.030 -3.921 -2.542 0.145
C 2.486 -3.648 -2.098 -0.390
O 2.505 -4.151 -0.776 -0.363
H 0.811 -6.083 -2.221 0.342
H -0.461 -5.065 -1.355 0.066
H 1.145 -4.093 -3.612 0.458
H 0.546 -2.976 -2.296 -0.429
H 3.210 -4.201 -2.697 0.350
H 2.715 -2.584 -2.046 0.145
C -2.470 -0.886 -3.868 -0.832
N -3.309 0.202 -4.042 -0.085
C -3.078 1.251 -4.794 0.860
C -4.310 2.112 -5.131 -1.093
O -2.047 1.525 -5.309 -0.653
H -1.603 -0.783 -4.521 0.348
H -2.988 -1.827 -4.054 0.354
H -2.178 -1.039 -2.829 0.090
H -4.166 0.109 -3.516 0.127
H -3.988 3.138 -5.312 0.308
H -4.906 1.914 -4.240 0.277
H -4.806 1.696 -6.009 0.319
C -3.656 0.292 1.879 -1.160
N -3.951 0.425 0.457 0.116
C -5.213 0.477 0.078 0.705
C -6.365 0.737 1.138 -1.225
O -5.368 0.618 -1.132 -0.653
H -4.239 1.036 2.421 0.411
H -2.598 0.546 1.943 0.361
H -3.879 -0.700 2.272 0.306
H -3.297 0.549 -0.303 0.115
H -7.337 0.705 0.646 0.323
H -6.239 1.719 1.594 0.328
H -6.516 -0.023 1.904 0.364
C 6.849 2.796 -3.183 -0.689
N 5.571 2.201 -3.701 -0.233
C 4.656 1.428 -3.022 0.751
C 3.353 0.931 -3.714 -0.843
O 4.879 1.157 -1.875 -0.605
H 7.693 2.188 -3.511 0.252
H 6.711 2.822 -2.102 0.203
H 6.965 3.796 -3.600 0.306
H 5.384 2.372 -4.679 0.212
H 3.528 0.410 -4.655 0.418
H 2.520 1.629 -3.802 0.279
H 2.855 0.214 -3.060 -0.110
C 1.418 -1.036 2.777 -0.899
N 0.985 -1.081 1.320 0.344
C 0.585 -0.023 0.618 0.813
C 0.297 -0.329 -0.900 0.503
O 0.403 1.124 1.046 -0.728
H 2.296 -1.569 3.143 0.314
H 0.603 -1.261 3.465 0.351
H 1.678 -0.002 3.004 0.070
H 0.859 -1.989 0.896 -0.074
H -0.466 0.371 -1.241 -0.135
H -0.027 -1.293 -1.292 -0.377
H 1.179 -0.183 -1.523 -0.220
C 0.953 0.439 6.697 -0.906
N -0.417 0.101 6.395 -0.175
C -0.919 -1.150 5.938 0.737
C -2.506 -1.272 5.901 -0.625
O -0.177 -2.113 5.674 -0.624
H 1.720 -0.269 6.383 0.282
H 0.924 0.478 7.786 0.354
H 1.204 1.391 6.229 0.303
H -1.088 0.855 6.436 0.198
H -2.851 -0.253 6.074 0.328
H -2.810 -2.071 6.577 0.250
H -2.769 -1.645 4.911 -0.062
```

- net charge = 0
- Kohn-Sham gap (eV) = 9.6049
- structure (SMILES) = O=C1CCCO1.O=C1CCCO1.O=C1CCCO1.O=C1CCCO1.CNC(C)=O.CNC(C)=O.CNC(C)=O.CNC(C)=O.CNC(C)=O
- LUMO energy (eV) = 0.108

| no. | HOMO (eV) |
| --- | --- |
| 1 | -11.55 |
| 2 | -3.63 |
| 3 | -9.50 |